[1]
Below is a 2-piece molecular cluster, C4H8N2S overall, with properties calculated with ωB97M-V/def2-TZVPD.

XYZ file:
```
15
Properties=species:S:1:pos:R:3:forces:R:3
C -0.4191 0.7218 -1.1109 1.395 -2.643 -1.404
C -1.2131 -0.4944 -1.6833 0.346 0.753 0.055
C 1.6844 -0.4160 -0.7724 0.071 5.142 3.435
C 0.0411 0.3337 2.4106 -0.714 -1.671 -1.769
N 0.8934 0.5735 -0.6132 0.991 -0.427 0.083
N -1.4564 0.0916 -0.4116 -1.068 -0.771 4.161
S -0.7310 -1.1721 1.6936 -0.020 1.698 -2.447
H -0.5364 1.7069 -1.5060 -0.623 0.588 -0.043
H -2.0578 -0.1487 -2.2613 -0.181 -0.712 -0.774
H -0.8896 -1.5469 -1.7781 0.202 0.914 -0.048
H 1.5609 -1.2533 -1.3002 -0.689 -3.306 -2.248
H 2.5484 -0.2251 -0.1131 0.176 -0.930 -0.761
H -0.5196 1.1078 1.9806 -1.482 1.376 0.634
H 0.9773 0.5815 2.0344 2.078 -0.395 -0.754
H 0.1175 0.1397 3.4310 -0.480 0.383 1.881
```
Positions in Å, forces in eV/Å.

## Properties
HOMO-LUMO gap (spin up / spin down)   7.0 / 7.0 eV
E_HOMO (spin up / spin down)   -8.7 / -8.7 eV
Relative energy (zero: lowest compared OMol25 entry of this formula, charge and spin)   643.46 kJ/mol

=====

[2]
Below is one molecule with the formula C4H8N2S, with properties calculated with ωB97M-V/def2-TZVPD.

XYZ file:
```
15
Properties=species:S:1:pos:R:3:forces:R:3
C -2.8322 0.9043 0.0546 0.938 1.075 -0.466
S -2.6072 -0.8853 -0.0263 -0.286 0.159 -0.162
C -0.8939 -1.0793 -0.3058 0.337 2.420 1.125
N 0.0438 -0.2489 -0.0029 -2.522 -0.127 -0.982
N 1.2810 -0.7397 -0.4367 1.735 0.533 0.449
C 2.3174 0.3654 -0.4737 0.519 -1.187 0.315
C 2.1776 -0.5328 0.7161 -0.013 1.309 0.228
H -2.2154 1.2763 0.8838 -0.135 0.056 -0.352
H -2.5029 1.4215 -0.9119 -0.495 -0.842 1.337
H -3.8725 1.1690 0.2885 0.256 -0.446 -0.245
H -0.6943 -1.9918 -0.7621 0.570 -1.683 -0.826
H 3.2009 0.3351 -1.1261 -0.686 -0.911 -0.062
H 2.0153 1.3822 -0.4251 -0.852 0.560 0.517
H 1.7540 -0.0172 1.6124 0.159 -0.797 -0.864
H 2.8286 -1.3589 0.9153 0.476 -0.121 -0.010
```
Positions in Å, forces in eV/Å.

## Properties
HOMO-LUMO gap   9.6 eV
E_HOMO   -8.7 eV
SMILES   CS/C=N/N1CC1
Relative energy (zero: lowest compared OMol25 entry of this formula, charge and spin)   334.94 kJ/mol

=====

[3]
Below is one molecule with the formula C4H8N2S, with properties calculated with ωB97M-V/def2-TZVPD.

XYZ file:
```
15
Properties=species:S:1:pos:R:3:forces:R:3
C 1.3389 2.0250 -0.2693 -1.148 -1.099 0.047
C 0.5765 0.9138 -0.1932 1.071 -0.008 -0.152
C -0.7811 0.9462 0.4267 0.018 -0.469 0.591
N -1.8607 0.2972 0.1571 0.900 1.073 0.397
N -1.9501 -0.3748 -1.0007 0.147 -1.828 -1.020
S 1.3736 -0.6649 -0.6540 -0.667 0.560 -0.200
C 0.7248 -1.7945 0.6158 -0.948 -0.625 -1.701
H 2.3509 2.0777 -0.5941 0.612 -0.452 -0.232
H 0.9210 2.9663 -0.0109 -0.518 0.696 0.213
H -0.7798 1.5204 1.3607 -0.355 -0.134 -0.352
H -2.6916 -1.0846 -0.9697 0.376 0.706 0.118
H -1.0840 -0.8101 -1.3815 -0.493 0.726 0.320
H 0.8986 -1.3050 1.5247 0.060 0.321 1.555
H -0.3795 -2.0042 0.4533 1.443 0.105 0.326
H 1.3424 -2.7086 0.5349 -0.499 0.429 0.090
```
Positions in Å, forces in eV/Å.

## Properties
HOMO-LUMO gap   9.1 eV
E_HOMO   -8.5 eV
SMILES   C=C(/C=N\N)SC
Relative energy (zero: lowest compared OMol25 entry of this formula, charge and spin)   255.57 kJ/mol